(1)
The following is a quantum chemistry calculation of the ion C6H12NO with charge +1, from the OMol25 dataset.

XYZ file:
```
20
Properties=species:S:1:pos:R:3:lowdin_charge:R:1
C -1.86 0.40 -0.19 -0.096
C -1.02 1.46 0.14 -0.023
C 0.30 0.68 0.60 -0.283
C 1.50 1.24 -0.06 -0.053
C 0.22 -1.00 -1.36 -0.031
C -0.04 -1.71 1.06 -0.051
N -0.14 -0.70 0.05 -0.242
O -2.80 -0.22 -0.40 0.336
H -0.80 2.09 -0.73 0.172
H -1.33 2.14 0.80 0.107
H 0.26 0.65 1.76 0.187
H 2.41 0.83 0.47 0.126
H 1.39 2.34 0.21 0.111
H 1.40 1.33 -1.18 0.111
H -0.14 -0.17 -1.99 0.095
H 1.19 -1.40 -1.55 0.088
H -0.50 -1.88 -1.70 0.150
H 0.34 -2.63 0.66 0.092
H 0.63 -1.47 1.86 0.089
H -1.01 -1.97 1.54 0.117
```

Computed properties:
Charge: +1
Energy relative to the best compared isomer or geometry (same formula, charge and spin) (kJ/mol): 214.9

***

(2)
The following is a quantum chemistry calculation of the ion C6H12NO with charge +1, from the OMol25 dataset.

XYZ file:
```
20
Properties=species:S:1:pos:R:3:lowdin_charge:R:1
C 0.85 -2.42 -0.24 -0.036
C 0.16 -1.31 -0.98 -0.372
C 1.15 -0.13 -1.29 0.054
C 0.77 0.90 -0.56 -0.058
C -0.47 0.71 0.23 -0.365
C -0.31 0.83 1.70 -0.004
N -1.66 1.64 -0.28 0.309
O -0.94 -0.74 -0.26 -0.065
H 1.29 -2.01 0.66 0.082
H 1.59 -2.96 -0.80 0.087
H 0.22 -3.20 0.26 0.109
H -0.25 -1.66 -2.00 0.174
H 2.04 -0.39 -1.83 0.130
H 1.30 1.77 -0.20 0.131
H -0.92 -0.02 2.23 0.152
H -0.54 1.77 2.08 0.063
H 0.79 0.52 1.98 0.151
H -1.20 1.98 -1.09 0.140
H -1.79 2.34 0.44 0.160
H -2.46 1.10 -0.53 0.157
```

Computed properties:
Charge: +1
Energy relative to the best compared isomer or geometry (same formula, charge and spin) (kJ/mol): 137.9

***

(3)
The following is a quantum chemistry calculation of the ion C6H12NO with charge +1, from the OMol25 dataset.

XYZ file:
```
20
Properties=species:S:1:pos:R:3:lowdin_charge:R:1
C 1.81 -0.11 1.33 -0.071
C 0.46 0.48 0.92 -0.156
C 0.24 -1.58 -0.41 -0.083
C 2.18 -1.33 0.65 0.003
C -2.07 0.79 -0.73 -0.037
C -0.58 0.56 -1.22 -0.219
N 0.29 -0.14 -0.35 -0.176
O 1.54 -2.08 -0.11 0.165
H 2.63 0.63 0.95 0.199
H 2.05 -0.18 2.45 0.179
H -0.23 0.29 1.66 0.101
H 0.38 1.66 0.73 0.189
H -0.47 -2.15 0.23 0.175
H -0.18 -1.84 -1.34 0.141
H 3.14 -1.71 0.84 0.153
H -2.69 0.15 -0.09 0.079
H -1.97 1.66 -0.01 0.092
H -2.63 0.97 -1.58 0.043
H -0.16 1.56 -1.41 0.133
H -0.47 0.21 -2.17 0.090
```

Computed properties:
Charge: +1
Energy relative to the best compared isomer or geometry (same formula, charge and spin) (kJ/mol): 261.8

***

(4)
The following is a quantum chemistry calculation of the ion C6H12NO2 with charge +1, from the OMol25 dataset.

XYZ file:
```
21
Properties=species:S:1:pos:R:3:lowdin_charge:R:1
C -2.06 -1.47 0.87 0.017
C -1.02 -1.04 -0.13 -0.212
N -1.25 -0.02 -1.16 0.198
C -0.42 0.27 0.03 -0.153
C 1.00 0.73 -0.25 -0.322
C 1.20 2.25 -0.42 0.008
O 1.71 0.26 0.88 0.034
C 2.04 -1.01 0.82 -0.321
O 1.75 -1.72 -0.10 0.075
H -2.99 -1.94 0.49 0.116
H -2.26 -0.61 1.52 0.100
H -1.58 -2.15 1.44 0.061
H -0.31 -1.89 -0.35 0.166
H -2.21 0.43 -1.20 0.222
H -0.93 0.17 -2.10 0.185
H -0.86 0.92 0.78 0.174
H 1.33 0.26 -1.18 0.158
H 1.42 2.62 0.57 0.085
H 0.32 2.65 -0.87 0.068
H 2.15 2.53 -1.11 0.152
H 2.96 -1.24 1.47 0.191
```

Computed properties:
Charge: +1
Energy relative to the best compared isomer or geometry (same formula, charge and spin) (kJ/mol): 128.2

***

(5)
The following is a quantum chemistry calculation of a cluster of 2 separate species, C6H12NO4P in total, from the OMol25 dataset.

XYZ file:
```
24
Properties=species:S:1:pos:R:3:lowdin_charge:R:1
C -1.05 -0.90 0.19 -0.051
C 1.12 -1.26 -0.79 -0.145
C 0.42 -0.48 0.37 -0.309
C -1.07 -1.70 -1.12 -0.411
C 0.08 1.73 -0.89 -0.082
C 0.67 1.00 0.26 -0.508
N -0.76 1.57 1.86 -0.342
O -1.76 2.08 1.45 0.016
O -0.39 1.32 2.97 0.004
O 0.13 -1.41 -1.79 -0.074
O -1.18 -3.06 -0.80 0.021
P 2.20 1.57 1.02 0.903
H -1.38 -1.55 0.99 0.132
H -1.72 -0.04 0.12 0.106
H 1.96 -0.72 -1.22 0.126
H 1.44 -2.24 -0.42 0.132
H 0.82 -0.84 1.32 0.134
H -1.88 -1.40 -1.80 0.160
H 0.71 2.57 -1.19 0.077
H -0.08 1.06 -1.74 0.091
H -0.90 2.13 -0.61 0.085
H -1.05 -3.58 -1.59 0.107
H 1.85 1.25 2.33 -0.091
H 1.83 2.91 1.10 -0.080
```

Computed properties:
Energy relative to the best compared isomer or geometry (same formula, charge and spin) (kJ/mol): 652.4

***

(6)
The following is a quantum chemistry calculation of an isolated molecule of C6H12NP3, from the OMol25 dataset.

XYZ file:
```
22
Properties=species:S:1:pos:R:3:lowdin_charge:R:1
C -3.11 -0.70 -0.93 -0.090
C -2.06 -0.89 0.22 -0.209
C -0.78 -0.27 -0.27 -0.462
N -0.54 0.89 0.52 0.075
C 0.53 1.49 0.16 -0.625
C 1.03 2.71 0.91 -0.105
P 1.40 0.81 -1.31 0.732
P 2.98 -0.01 -0.06 0.274
P 2.40 -2.01 0.59 0.433
C 0.12 -0.70 -1.16 -0.280
H -2.98 0.41 -1.07 0.090
H -3.98 -1.00 -0.41 0.046
H -3.00 -1.19 -1.90 0.073
H -2.01 -1.91 0.26 0.059
H -2.45 -0.51 1.21 0.134
H 1.62 2.38 1.70 0.030
H 0.27 3.29 1.55 0.115
H 1.77 3.23 0.35 0.049
H 3.78 -0.67 -1.23 -0.091
H 3.60 -2.09 1.25 -0.191
H 1.33 -1.63 1.42 -0.155
H 0.09 -1.65 -1.80 0.095
```

Computed properties:
Energy relative to the best compared isomer or geometry (same formula, charge and spin) (kJ/mol): 53.1

***

(7)
The following is a quantum chemistry calculation of a cluster of 2 separate species, C6H12O in total, from the OMol25 dataset.

XYZ file:
```
19
Properties=species:S:1:pos:R:3:lowdin_charge:R:1
C -1.68 0.32 2.60 -0.012
C -1.29 0.71 1.38 -0.141
C -0.20 -0.06 0.56 -0.109
C 0.15 0.29 -0.65 -0.285
C 0.39 1.82 -0.81 -0.093
C 1.10 -0.59 -1.67 -0.039
H -1.66 -0.70 3.07 0.073
H -1.98 1.06 3.35 0.052
H -1.22 1.76 1.16 0.064
H 0.35 -0.94 1.09 0.140
H 1.35 2.06 -0.39 0.074
H 0.29 2.39 -1.84 0.114
H -0.32 2.46 -0.34 0.027
H 0.80 -0.47 -2.63 0.033
H 2.13 -0.07 -1.71 0.098
H 1.29 -1.55 -1.17 0.035
O -0.03 -3.18 -0.64 -0.145
H -0.35 -2.23 -1.02 0.092
H 0.89 -3.08 -0.34 0.021
```

Computed properties:
Energy relative to the best compared isomer or geometry (same formula, charge and spin) (kJ/mol): 413.0

***

(8)
The following is a quantum chemistry calculation of an isolated molecule of C6H12O, from the OMol25 dataset.

XYZ file:
```
19
Properties=species:S:1:pos:R:3:lowdin_charge:R:1
C 1.96 0.50 -0.45 -0.089
C 1.08 -0.24 0.55 -0.194
C -0.37 -0.37 0.11 -0.448
C -0.62 -1.39 -0.99 -0.037
C -1.46 -0.22 1.15 -0.035
C -1.24 0.86 0.14 -0.319
O -0.74 2.06 0.65 -0.010
H 1.65 1.55 -0.55 0.062
H 1.93 0.04 -1.45 0.070
H 3.01 0.50 -0.12 0.073
H 1.11 0.28 1.52 0.113
H 1.49 -1.24 0.72 0.115
H -0.01 -1.19 -1.88 0.075
H -0.40 -2.40 -0.64 0.086
H -1.67 -1.37 -1.31 0.083
H -1.16 0.02 2.17 0.115
H -2.36 -0.83 1.08 0.107
H -1.98 0.97 -0.65 0.147
H -0.22 2.48 -0.05 0.087
```

Computed properties:
Energy relative to the best compared isomer or geometry (same formula, charge and spin) (kJ/mol): 104.6

***

Summary of calculated total energy in Ha
-365.46749, -365.49684, -365.44964, -440.73411, -932.73096, -1314.52309, -310.90198, -311.01944
(order as listed above)